1.
The following is a quantum chemistry calculation of a single C19H25N3O4 molecule, from OMol25.

Output
gap between HOMO and LUMO = 8.74 eV
SMILES = CCCCCCC(=O)NNC(=O)c1c(O)c2ccccc2n(CC)c1=O
HOMO level = -8.794 eV
energy relative to the best compared isomer or geometry (same formula, charge and spin) = 0.532 eV
maximum force = 0.80 eV/A
total energy = -32771.0613 eV

Each line ends with the Löwdin charge.
Element x y z (Å)
C 3.996 -3.194 -2.643  -0.111
C 3.864 -4.714 -2.611  -0.262
C 2.585 -5.227 -3.288  -0.221
C 1.441 -5.536 -2.320  -0.219
C 0.951 -4.312 -1.552  -0.209
C -0.300 -4.624 -0.719  -0.111
C -0.680 -3.372 0.040  -0.490
O -0.369 -3.136 1.182  0.095
N -1.436 -2.502 -0.708  0.078
N -1.542 -1.177 -0.302  0.100
C -0.479 -0.361 -0.434  -0.365
O 0.502 -0.704 -1.111  0.050
C -0.560 0.961 0.210  0.034
C 0.511 1.824 0.056  -0.191
O 1.575 1.525 -0.661  0.114
C 0.479 3.114 0.692  -0.068
C 1.541 4.012 0.527  -0.001
C 1.514 5.245 1.130  -0.076
C 0.415 5.596 1.909  -0.066
C -0.639 4.729 2.084  -0.013
C -0.634 3.461 1.483  -0.125
N -1.662 2.566 1.642  0.031
C -2.815 2.895 2.469  -0.187
C -3.833 3.739 1.708  -0.058
C -1.702 1.331 1.016  -0.343
O -2.691 0.615 1.178  0.036
H 3.163 -2.709 -2.145  0.055
H 4.032 -2.841 -3.672  0.072
H 4.915 -2.887 -2.148  0.069
H 3.892 -5.063 -1.577  0.105
H 4.732 -5.140 -3.119  0.100
H 2.247 -4.492 -4.022  0.108
H 2.811 -6.147 -3.832  0.103
H 1.766 -6.300 -1.611  0.116
H 0.608 -5.953 -2.893  0.111
H 1.732 -3.961 -0.877  0.119
H 0.731 -3.506 -2.256  0.113
H -1.119 -4.946 -1.362  0.119
H -0.076 -5.413 0.000  0.126
H -1.471 -2.638 -1.711  0.148
H -2.278 -0.905 0.358  0.126
H 1.436 0.586 -1.008  0.093
H 2.373 3.702 -0.085  0.120
H 2.332 5.936 1.002  0.104
H 0.383 6.565 2.384  0.108
H -1.470 5.048 2.690  0.101
H -2.475 3.396 3.377  0.117
H -3.276 1.945 2.748  0.119
H -4.672 3.975 2.356  0.077
H -4.202 3.180 0.852  0.080
H -3.390 4.666 1.351  0.068

2.
The following is a quantum chemistry calculation of a molecular structure, C19H25N3O4, from OMol25.

Output
gap between HOMO and LUMO = 9.01 eV
HOMO level = -8.471 eV
energy relative to the best compared isomer or geometry (same formula, charge and spin) = 18.009 eV
maximum force = 19.94 eV/A
total energy = -32753.5840 eV

Each line ends with the Löwdin charge.
Element x y z (Å)
C 2.758 -3.434 -4.811  0.038
H 3.025 -2.566 -5.387  0.066
O 1.993 -2.805 -3.596  -0.069
C 1.409 -3.601 -2.803  -0.370
C 1.279 -4.953 -2.944  -0.007
C 0.871 -5.713 -1.893  -0.077
C 0.349 -5.008 -0.921  -0.162
C 0.062 -3.733 -0.761  -0.012
C 0.725 -3.043 -1.786  -0.072
N 0.818 -1.510 -1.841  0.173
C 0.277 -0.824 -0.908  -0.388
O -0.556 -1.079 -0.080  0.076
C 0.388 0.884 -1.585  0.025
N -0.232 1.642 -0.560  0.044
C -0.094 1.970 0.619  -0.330
O 1.243 1.843 1.094  -0.114
C -1.210 2.756 1.147  -0.265
N -2.021 2.667 0.021  0.182
C -1.669 1.988 -0.839  -0.531
O -1.986 1.742 -2.023  0.050
H -3.158 2.804 0.112  0.292
C -1.657 1.519 2.281  -0.095
H -2.143 0.738 1.748  0.094
C -0.757 0.983 3.365  -0.150
H -1.502 -0.177 3.618  0.209
C -1.015 1.760 4.789  -0.144
H -1.992 2.302 4.714  0.093
H -0.928 0.877 5.651  0.147
C 0.251 2.722 4.889  -0.328
H 1.105 2.263 5.195  0.087
C 0.381 3.576 3.865  -0.231
C -0.952 4.285 3.164  -0.059
H -0.752 5.412 3.399  0.149
H -1.751 4.048 3.632  0.016
C -1.025 4.095 1.642  -0.077
H -1.858 4.560 1.577  0.074
H -0.340 4.459 1.190  0.049
H 1.156 3.120 3.015  0.162
H 1.167 4.364 4.116  0.126
H -0.002 3.195 5.870  0.121
H 0.208 1.103 2.998  0.051
H -2.444 2.016 2.712  0.066
H 1.627 0.968 -1.368  0.172
H 0.278 1.000 -2.637  0.094
H 1.346 -1.355 -2.627  0.096
H -0.378 -2.979 0.073  0.167
H -0.301 -5.463 -0.017  0.158
H 0.818 -6.618 -1.843  0.030
H 1.849 -5.649 -3.514  0.111
H 3.611 -4.240 -4.535  0.135
H 1.942 -4.127 -5.373  0.128

3.
The following is a quantum chemistry calculation of a single C19H25N3O4S molecule, from OMol25.

Output
gap between HOMO and LUMO = 9.59 eV
SMILES = COc1ccc(S(=O)(=O)N[C@H](C(=O)NCCc2ccccn2)C(C)C)cc1
HOMO level = -8.915 eV
energy relative to the best compared isomer or geometry (same formula, charge and spin) = 2.384 eV
maximum force = 0.84 eV/A
total energy = -43604.5525 eV

Each line ends with the Löwdin charge.
Element x y z (Å)
C 4.429 2.435 -0.947  -0.070
O 3.088 2.854 -1.085  -0.065
C 2.143 2.243 -0.341  -0.271
C 0.815 2.546 -0.669  0.014
C -0.228 1.942 0.001  -0.057
C 0.050 1.029 1.003  -0.282
S -1.255 0.199 1.881  0.680
O -1.413 0.796 3.174  -0.275
O -1.010 -1.226 1.835  -0.306
N -2.622 0.576 1.001  -0.082
C -3.146 -0.405 0.062  -0.258
C -2.185 -0.508 -1.141  -0.460
O -2.323 0.098 -2.184  0.066
N -1.200 -1.401 -0.934  0.079
C -0.239 -1.733 -1.963  -0.154
C 1.094 -0.987 -1.860  -0.093
C 2.076 -1.502 -0.846  -0.284
C 1.740 -2.341 0.212  -0.024
C 2.730 -2.739 1.094  -0.057
C 4.029 -2.300 0.896  -0.065
C 4.267 -1.473 -0.190  -0.160
N 3.326 -1.084 -1.032  0.105
C -4.590 -0.043 -0.333  -0.369
C -4.701 1.362 -0.919  -0.063
C -5.140 -1.081 -1.309  -0.057
C 1.352 0.748 1.366  -0.054
C 2.404 1.353 0.702  -0.009
H 4.982 2.972 -1.716  0.096
H 4.517 1.358 -1.113  0.076
H 4.833 2.697 0.036  0.096
H 0.633 3.248 -1.467  0.126
H -1.251 2.154 -0.261  0.110
H -3.326 0.939 1.628  0.116
H -3.161 -1.397 0.543  0.145
H -1.039 -1.713 0.018  0.080
H -0.070 -2.813 -1.947  0.126
H -0.712 -1.460 -2.910  0.121
H 1.590 -1.015 -2.833  0.124
H 0.891 0.065 -1.643  0.106
H 0.729 -2.676 0.365  0.097
H 2.488 -3.385 1.926  0.111
H 4.830 -2.590 1.558  0.100
H 5.263 -1.105 -0.403  0.105
H -5.184 -0.085 0.591  0.139
H -4.320 2.104 -0.222  0.071
H -5.743 1.589 -1.134  0.080
H -4.130 1.422 -1.840  0.072
H -4.592 -1.039 -2.246  0.081
H -5.054 -2.084 -0.898  0.082
H -6.188 -0.880 -1.513  0.081
H 1.532 0.047 2.165  0.124
H 3.414 1.120 0.993  0.107

4.
The following is a quantum chemistry calculation of a single C19H25N3O5 molecule, from OMol25.

Output
gap between HOMO and LUMO = 8.25 eV
SMILES = COC(=O)c1[nH]c2cccc(OC)c2c1NC(=O)CN1C[C@@H](C)O[C@@H](C)C1
HOMO level = -7.674 eV
energy relative to the best compared isomer or geometry (same formula, charge and spin) = 2.266 eV
maximum force = 0.82 eV/A
total energy = -34817.3446 eV

Each line ends with the Löwdin charge.
Element x y z (Å)
C -0.573 -4.465 0.004  -0.033
O -1.049 -3.130 -0.081  -0.053
C -2.377 -2.957 -0.067  -0.436
O -3.186 -3.854 -0.148  0.107
C -2.755 -1.548 -0.043  -0.074
N -4.037 -1.203 -0.418  0.151
C -4.167 0.145 -0.425  -0.188
C -5.255 0.957 -0.745  -0.024
C -5.070 2.316 -0.659  -0.086
C -3.849 2.885 -0.277  -0.034
C -2.762 2.095 0.040  -0.210
O -1.526 2.543 0.405  -0.084
C -1.321 3.932 0.502  -0.079
C -2.927 0.698 -0.027  -0.018
C -2.048 -0.392 0.231  -0.087
N -0.759 -0.264 0.720  0.160
C -0.211 -1.012 1.712  -0.456
O -0.770 -1.910 2.297  0.092
C 1.213 -0.564 2.035  -0.095
N 1.873 -0.052 0.850  -0.178
C 3.093 0.678 1.144  -0.139
C 3.647 1.268 -0.159  -0.384
C 4.954 2.014 0.070  -0.032
O 3.892 0.244 -1.100  -0.077
C 2.724 -0.500 -1.385  -0.376
C 3.083 -1.566 -2.410  -0.027
C 2.160 -1.115 -0.101  -0.127
H -1.326 -5.156 -0.378  0.090
H 0.338 -4.520 -0.589  0.091
H -0.358 -4.698 1.049  0.102
H -4.742 -1.890 -0.630  0.167
H -6.198 0.532 -1.046  0.107
H -5.888 2.979 -0.897  0.103
H -3.779 3.960 -0.237  0.099
H -0.285 4.057 0.811  0.092
H -1.474 4.428 -0.462  0.098
H -1.980 4.383 1.251  0.098
H -0.249 0.567 0.446  0.140
H 1.746 -1.408 2.501  0.137
H 1.145 0.240 2.776  0.135
H 2.863 1.488 1.841  0.131
H 3.861 0.028 1.598  0.138
H 2.885 1.954 -0.571  0.151
H 5.324 2.399 -0.876  0.081
H 5.697 1.336 0.480  0.083
H 4.801 2.840 0.759  0.080
H 1.961 0.182 -1.801  0.154
H 3.828 -2.239 -1.995  0.083
H 3.501 -1.096 -3.296  0.082
H 2.198 -2.131 -2.685  0.081
H 1.237 -1.654 -0.320  0.121
H 2.899 -1.826 0.309  0.143